1.
64
Properties=species:S:1:pos:R:3:mulliken_charge:R:1 method="wB97M-V/def2-TZVPD" e_above_lowest_kj_mol=1767.01 homo_lumo_gap_ev=8.04 e_lumo_ev=0.430 charge=0 homo_energy_ev=-7.6
C -7.98975 -1.29996 -0.59256 -1.1631
C -7.18925 -1.78375 0.58669 -0.2050
H -7.61132 -1.20901 1.44948 0.2454
H -7.36424 -2.89597 0.64946 0.3057
O -5.94133 -1.58313 0.44645 -0.1596
C -5.17675 -2.29855 -0.02157 0.3404
O -5.56872 -3.34372 -0.47484 -0.7134
C -3.74946 -1.71264 -0.14251 0.4171
C -2.79436 -2.43971 -0.77583 -0.8669
C -1.38757 -2.10324 -0.67688 -0.7331
C -1.12007 -0.69053 0.02582 1.3691
C -2.15284 -0.07958 0.59625 -1.4566
C -3.33972 -0.76611 0.56678 -0.1814
H -4.09325 0.06683 1.24626 -0.0123
H -1.77648 0.68511 1.13460 0.9173
N 0.16843 -0.47228 0.23314 0.3946
C 1.38109 -1.00376 -0.54074 -0.0364
N 2.48062 -0.70854 0.14884 0.4668
C 2.69733 -0.37975 1.44103 -1.6049
C 2.98258 0.96790 2.07100 -1.3253
C 1.83471 1.94371 1.94804 -0.9314
N 0.98552 2.22002 0.97391 0.4533
C 1.91210 2.68621 -0.25134 -0.6660
C 1.03288 2.70723 -1.42010 0.3826
C 1.98452 3.23208 -3.00521 -1.6687
H 2.53437 4.05146 -2.58760 0.4208
H 1.41035 2.94608 -3.67727 0.7003
H 2.80805 2.48619 -2.95027 0.3534
C -0.13127 3.60581 -1.27799 -1.4123
C -0.83833 3.16240 -0.11294 0.2361
C 0.03077 3.18565 0.99631 -1.1566
H -0.60074 2.70238 1.77511 0.4309
H 0.45664 4.10879 1.32527 0.5202
H -1.35867 2.11125 -0.42588 0.0064
H -1.69822 3.85501 0.03028 0.4040
H -0.63942 3.88086 -2.24204 0.3169
H 0.37915 4.65024 -1.39139 0.3494
H 0.67454 1.68825 -1.53489 -0.0258
H 2.70916 1.90267 -0.44439 0.1164
H 2.24814 3.68748 0.00237 0.6407
H 2.40305 2.83112 2.52289 0.1872
H 1.04309 1.70176 3.05824 0.3496
H 3.70911 1.24332 1.33233 0.3835
H 3.38501 0.69907 2.98411 0.5179
H 3.23865 -1.13714 1.79661 1.1167
H 1.79069 -0.81811 1.94202 0.6882
C 3.85739 -1.07123 -0.54544 -2.7690
C 4.41769 -2.46471 -0.18745 0.6804
C 5.50325 -2.55051 0.24606 0.0930
C 5.49468 -3.96540 0.61113 -0.5644
C 4.56665 -4.68729 0.10638 -0.3817
S 3.34252 -3.68340 -0.56007 -0.0715
H 4.56688 -5.73317 0.09926 0.4756
H 6.56675 -4.56121 1.09883 0.1330
H 6.34392 -1.98435 0.72399 0.3485
H 3.63691 -0.80865 -1.45756 1.2289
H 4.49773 -0.27354 -0.37674 0.5871
S 1.21839 -1.37801 -2.10108 -0.1775
H 0.41069 0.55821 0.61213 -0.3037
H -0.53234 -2.65104 -0.88905 0.7320
H -2.96637 -3.43486 -1.29149 0.3081
H -9.04909 -1.54958 -0.53277 0.3775
H -7.55981 -1.78926 -1.60758 0.2641
H -8.07464 -0.25542 -0.68564 0.3275

2.
64
Properties=species:S:1:pos:R:3:mulliken_spin:R:1 method="wB97M-V/def2-TZVPD" spin_multiplicity=2 e_above_lowest_kj_mol=0.00 homo_lumo_gap_ev="7.29 / 7.86" e_lumo_ev="-3.592 / -3.641" charge=+1 homo_energy_ev="-10.9 / -11.5"
Ru 0.85087 0.32348 -0.29934 0.9176
S 2.94302 0.85262 -0.94306 0.0775
C 2.37458 2.50834 -0.93728 0.0012
C 3.17287 3.63077 -1.08838 0.0162
C 2.57389 4.87573 -1.02849 0.0008
C 1.20411 4.95272 -0.81363 0.0093
C 0.48957 3.78042 -0.66590 -0.0024
N 1.04308 2.56631 -0.73029 -0.0038
H 4.23655 3.51233 -1.23932 0.0001
H 3.16368 5.77537 -1.14281 -0.0001
H 0.69106 5.90215 -0.76738 0.0004
H -0.58160 3.83973 -0.51150 0.0020
C -4.00402 2.65189 -0.84871 -0.0003
C -3.10447 1.51644 -1.18969 -0.0013
C -3.30678 0.37138 -1.93065 0.0001
C -2.09617 -0.32809 -1.91042 -0.0114
N -1.17923 0.35187 -1.21010 0.0694
N -1.82702 1.47004 -0.79246 -0.0088
C -1.81719 -1.61497 -2.59815 0.0024
H -5.03983 2.37711 -1.03108 0.0002
H -3.77164 3.52648 -1.45808 -0.0002
H -3.91238 2.92919 0.20250 0.0000
H -4.21433 0.07934 -2.43064 0.0006
H -1.36351 2.07845 -0.13843 -0.0126
H -2.63034 -1.85152 -3.28047 -0.0001
H -1.75098 -2.42193 -1.87519 0.0002
H -0.88955 -1.56798 -3.16909 -0.0008
C -0.77308 -3.45919 0.77449 -0.0014
C 0.28777 -3.33760 -0.31935 -0.0052
P 1.44373 -1.93123 -0.12655 -0.0236
C 2.28998 -2.34555 1.45311 -0.0031
C 2.80328 -3.76767 1.65363 -0.0004
C 2.69989 -2.27469 -1.42898 -0.0127
C 2.91290 -3.71386 -1.89492 -0.0011
H -1.12074 -4.48858 0.85423 0.0000
H -1.64501 -2.83613 0.57115 0.0005
H -0.39082 -3.17748 1.75668 0.0000
H -0.16233 -3.29509 -1.30741 0.0009
H 0.92003 -4.22703 -0.33267 -0.0003
H 1.60584 -2.08432 2.26338 0.0003
H 3.12096 -1.63803 1.52715 -0.0007
H 2.01703 -4.51657 1.55635 0.0001
H 3.21889 -3.86147 2.65678 0.0000
H 3.59868 -4.01304 0.95235 0.0000
H 3.63387 -1.84643 -1.05416 0.0016
H 2.42101 -1.66224 -2.28928 -0.0034
H 3.15733 -4.39640 -1.08384 -0.0001
H 3.73845 -3.73999 -2.60592 0.0001
H 2.03299 -4.10289 -2.40755 -0.0001
C 1.33540 0.77198 1.65553 -0.0751
C -0.07852 1.02925 1.99547 0.0692
C -0.57463 2.33304 2.16220 0.0319
C -1.92185 2.55988 2.35310 0.0063
C -2.81523 1.48280 2.35195 0.0021
C -2.34308 0.18402 2.21248 -0.0044
C -0.98341 -0.03787 2.05205 -0.0469
C -4.22500 1.72860 2.47317 0.0000
N -5.34916 1.95440 2.54569 0.0027
H 1.75076 -0.05631 2.21574 -0.0040
H 1.97327 1.64796 1.75474 0.0064
H 0.12004 3.16402 2.15942 -0.0007
H -2.29815 3.56337 2.50488 0.0001
H -3.03823 -0.64464 2.23718 -0.0002
H -0.61711 -1.05269 1.98574 0.0049

3.
65
Properties=species:S:1:pos:R:3:mulliken_charge:R:1 method="wB97M-V/def2-TZVPD" e_above_lowest_kj_mol=276.13 homo_lumo_gap_ev=8.09 e_lumo_ev=0.622 charge=0 homo_energy_ev=-7.5 smiles="CCOc1ccc(NC(=O)CN2CCN(CC(=O)Nc3ccc(N(C)C)cc3)CC2)cc1"
C -4.78431 -1.40035 -2.37188 -1.1914
C -4.73824 -1.57002 -0.85536 0.3534
O -3.90351 -2.63541 -0.44693 -0.4902
C -2.55773 -2.44239 -0.36378 0.3531
C -1.88386 -1.27382 -0.70056 -0.2229
C -0.51597 -1.18982 -0.51828 -0.6322
C 0.20540 -2.25452 0.00584 0.1698
N 1.57360 -2.07288 0.23862 0.1040
C 2.53994 -2.99615 0.43749 0.5544
O 2.39107 -4.19866 0.45141 -0.6697
C 3.91024 -2.35155 0.68961 -0.8911
N 3.93566 -0.95293 0.31935 0.2443
C 4.06702 -0.72191 -1.10798 -0.8102
C 3.58850 0.70831 -1.39765 -0.9021
N 3.72425 1.51902 -0.19653 0.3289
C 3.44702 2.91528 -0.45795 -0.9123
C 1.93785 3.14456 -0.60851 0.6257
O 1.47779 3.95230 -1.38583 -0.6809
N 1.23759 2.36174 0.24452 -0.0855
C -0.14819 2.23644 0.40465 0.3813
C -1.06640 2.93282 -0.37085 -0.8400
C -2.42196 2.73874 -0.19250 -0.3531
C -2.91678 1.83896 0.75704 1.1277
N -4.27274 1.55445 0.86882 0.3876
C -4.86576 1.36134 2.17373 -1.2222
C -5.19398 2.15379 -0.06832 -1.3814
C -1.97816 1.14990 1.53563 -0.7004
C -0.62631 1.35084 1.36805 -0.8124
C 4.99021 1.24443 0.45307 -0.8675
C 4.92554 -0.17463 1.04371 -1.0206
C -0.46038 -3.44030 0.30657 -0.4010
C -1.82237 -3.52717 0.12000 -0.7978
H -5.49011 -0.61550 -2.63099 0.3957
H -5.10334 -2.32964 -2.83724 0.3576
H -3.80536 -1.13987 -2.76581 0.2542
H -5.73139 -1.84971 -0.49007 0.3570
H -4.43576 -0.63760 -0.36476 -0.2624
H -2.40056 -0.41257 -1.09081 0.5195
H -0.00684 -0.27494 -0.78318 0.4127
H 1.91204 -1.11557 0.21673 -0.1094
H 4.67568 -2.95526 0.17798 0.3673
H 4.09680 -2.43487 1.76462 0.3839
H 3.45452 -1.44230 -1.65209 0.3762
H 5.11102 -0.85506 -1.43797 0.4878
H 4.16613 1.13207 -2.23691 0.3836
H 2.53351 0.71269 -1.68585 0.3673
H 3.94703 3.30120 -1.36029 0.3513
H 3.78092 3.51362 0.39506 0.3859
H 1.80799 1.73033 0.79730 0.1121
H -0.71498 3.62972 -1.11316 0.5501
H -3.09655 3.31136 -0.80761 0.4247
H -4.12677 1.02346 2.89198 0.4019
H -5.65468 0.60885 2.10577 0.3053
H -5.30785 2.29366 2.54952 0.3335
H -4.83539 2.01194 -1.08657 0.3751
H -6.15468 1.64694 0.02800 0.3642
H -5.35150 3.22591 0.11123 0.3898
H -2.30070 0.41964 2.26095 0.2003
H 0.07191 0.79467 1.97827 0.2556
H 5.83558 1.33047 -0.24992 0.3676
H 5.14898 1.96943 1.25311 0.4191
H 4.61133 -0.13543 2.09036 0.5146
H 5.92649 -0.63642 1.00159 0.2925
H 0.09564 -4.28146 0.68537 0.4895
H -2.35230 -4.43523 0.36008 0.4304

| no. | E_tot (hartree) |
| --- | --- |
| 1 | -2044.81744 |
| 2 | -1987.61195 |
| 3 | -1433.85025 |